(1)
Below is 7 unconnected molecules or ions with the total composition C41H101F6N5O8P in a non-equilibrium geometry, with properties calculated with ωB97M-V/def2-TZVPD.

Each line ends with the Mulliken charge.
CARTESIAN COORDINATES (ANGSTROEM)
P 14.27 11.55 -2.85  1.19
F 14.11 10.74 -1.44  -0.39
F 14.65 12.38 -4.22  -0.33
F 15.84 11.18 -2.74  -0.40
F 14.19 10.14 -3.66  -0.38
F 14.53 12.88 -1.93  -0.36
F 12.68 11.69 -2.83  -0.33
O 24.47 11.69 -9.33  -0.35
O 24.00 9.69 -2.25  -0.43
O 24.34 16.35 1.55  -0.39
O 19.51 11.56 -2.77  -0.83
O 21.01 16.38 -3.19  -0.23
O 20.09 10.08 -4.38  -0.67
O 18.10 11.15 -4.38  0.07
O 15.98 10.79 -7.95  0.04
N 18.19 15.56 -2.94  0.55
N 22.77 6.86 -2.68  0.07
N 15.05 11.95 -10.69  0.11
N 24.53 13.54 0.37  0.53
N 21.67 10.67 -8.23  0.99
C 23.70 6.07 -1.75  -0.63
C 25.82 14.33 -0.10  -0.43
C 14.74 11.47 -13.29  -1.21
C 22.38 16.71 -3.43  -0.85
C 15.98 15.86 -4.39  -1.33
C 21.42 12.33 -6.20  -0.02
C 19.29 10.85 -3.79  0.76
C 27.13 14.14 0.69  -1.31
C 22.06 12.95 -0.19  -1.02
C 24.89 12.06 0.52  -1.25
C 21.75 7.62 -1.84  -0.96
C 24.56 8.65 -3.10  -1.16
C 21.84 12.13 -7.70  -0.68
C 18.26 17.09 -2.55  -0.53
C 21.98 5.87 -3.63  -0.49
C 18.64 14.79 -1.72  -1.08
C 15.97 10.74 -10.43  -0.86
C 22.29 10.53 -9.62  -0.68
C 25.86 11.67 -8.96  -0.80
C 23.60 10.90 -2.93  1.06
C 19.01 15.26 -4.20  -0.78
C 15.69 10.06 -9.13  -1.08
C 23.70 17.47 0.91  -0.60
C 21.36 4.71 -2.83  -1.28
C 23.37 13.59 -0.65  -0.20
C 15.22 12.39 -12.17  -0.44
C 16.91 13.47 -9.82  -1.11
C 23.83 10.45 -9.60  -0.80
C 17.24 17.58 -1.53  -1.23
C 24.84 5.31 -2.46  -1.31
C 15.79 10.05 -6.73  -0.64
C 16.70 15.17 -3.21  -0.17
C 24.18 14.02 1.74  -0.95
C 15.43 13.13 -9.74  -0.28
C 20.53 15.25 -3.95  -0.50
C 23.52 7.71 -3.72  -0.03
C 22.21 9.54 -7.34  -1.77
C 23.39 15.33 1.89  -0.52
C 19.71 9.08 -8.87  -1.23
C 13.57 11.59 -10.50  -1.07
C 20.14 10.42 -8.36  -0.35
H 24.01 11.54 0.91  0.50
H 22.92 12.31 -7.76  0.45
H 25.98 13.88 -1.07  0.44
H 18.68 14.32 -4.62  0.36
H 27.51 13.12 0.72  0.34
H 24.44 18.27 0.92  0.28
H 25.24 8.10 -2.46  0.60
H 24.14 6.80 -1.07  0.51
H 18.63 9.00 -8.72  0.15
H 23.22 14.65 -0.87  0.25
H 13.04 12.46 -10.88  0.45
H 22.10 11.91 0.16  0.31
H 21.84 9.80 -10.29  0.52
H 14.63 9.79 -9.10  0.61
H 25.22 8.95 -3.91  0.27
H 18.79 16.09 -4.88  0.48
H 21.44 6.55 -4.29  0.50
H 24.39 11.63 -3.08  0.31
H 17.46 12.61 -9.45  0.17
H 16.58 15.79 -5.30  0.30
H 23.43 13.36 2.19  0.49
H 23.06 15.91 -3.12  0.19
H 24.10 10.15 -10.62  0.54
H 17.77 18.30 -0.91  0.37
H 26.10 11.07 -8.09  0.30
H 17.05 14.23 -9.04  0.46
H 26.48 11.32 -9.79  0.37
H 16.95 16.75 -0.89  0.33
H 20.36 12.16 -6.04  0.06
H 22.18 4.07 -2.49  0.34
H 16.49 14.11 -3.35  0.10
H 16.27 12.67 -12.25  0.31
H 27.90 14.68 0.14  0.41
H 25.57 5.90 -3.02  0.27
H 22.47 15.46 1.31  0.21
H 23.03 15.52 2.90  0.51
H 20.62 4.88 -2.05  0.31
H 22.30 8.38 -1.29  0.30
H 16.16 15.35 -2.28  0.48
H 16.43 9.17 -6.58  0.31
H 14.81 13.40 -12.22  0.49
H 26.19 12.70 -8.86  0.28
H 14.81 14.01 -9.90  0.47
H 19.85 8.96 -9.94  0.45
H 13.36 11.33 -9.46  0.39
H 17.34 13.91 -10.72  0.35
H 27.13 14.53 1.71  0.36
H 22.73 5.47 -4.31  0.44
H 22.00 11.71 -5.51  -0.45
H 16.36 18.01 -2.01  0.32
H 23.36 17.25 -0.11  0.16
H 22.73 8.38 -4.04  -0.08
H 20.98 15.13 -4.93  0.66
H 21.39 9.22 -6.70  0.65
H 21.28 12.82 -8.33  0.41
H 25.10 14.06 2.33  0.56
H 23.20 10.65 -3.92  -0.63
H 24.54 4.53 -3.15  0.30
H 18.04 11.86 -3.72  -0.16
H 22.66 8.70 -7.86  0.31
H 24.29 9.60 -9.10  0.37
H 17.93 14.99 -0.91  0.61
H 21.11 8.09 -2.59  0.49
H 17.90 17.60 -3.44  0.43
H 15.15 12.78 -8.75  0.37
H 14.79 9.62 -6.79  0.38
H 15.68 10.02 -11.19  0.29
H 15.72 16.87 -4.08  0.28
H 14.89 12.01 -14.22  0.42
H 23.66 13.22 -1.63  0.34
H 13.69 11.19 -13.20  0.31
H 22.74 17.64 -2.99  0.36
H 16.98 11.09 -10.61  0.59
H 25.28 11.67 -0.42  0.38
H 18.70 13.72 -1.93  0.18
H 15.76 10.66 -5.83  -0.05
H 25.45 4.76 -1.74  0.47
H 21.34 12.99 -1.00  -0.16
H 19.83 11.20 -9.05  0.49
H 22.86 10.08 -6.66  0.61
H 21.10 7.00 -1.23  0.42
H 20.83 14.40 -3.32  0.09
H 22.79 11.22 -2.28  -0.39
H 21.63 13.41 0.71  0.46
H 22.84 17.75 1.52  0.37
H 13.20 10.77 -11.11  0.39
H 21.69 13.32 -5.83  0.33
H 22.61 16.91 -4.48  0.32
H 25.49 15.35 -0.25  0.43
H 20.12 8.21 -8.36  0.31
H 25.64 11.94 1.29  0.46
H 19.53 15.25 -1.29  0.40
H 16.34 9.18 -9.14  0.46
H 23.86 7.13 -4.57  0.56
H 22.10 11.51 -10.07  0.35
H 19.26 17.34 -2.20  0.52
H 15.32 10.55 -13.37  0.36
H 23.08 5.37 -1.20  0.66
H 15.08 15.33 -4.69  0.43
H 20.80 4.15 -3.58  0.43
H 19.75 10.54 -7.35  0.08

## Properties
HOMO energy	-13.69	eV
calculated total energy	-3438.08504	Ha
total charge	+3
E_LUMO	-5.671	eV
frontier orbital gap	8.0	eV
energy relative to the best compared isomer or geometry (same formula, charge and spin)	5.832	eV
2S+1	1



(2)
Below is a molecular structure, C15H30NO4PPb in a non-equilibrium geometry, with properties calculated with ωB97M-V/def2-TZVPD.

Each line ends with the natural charge from an NBO analysis.
CARTESIAN COORDINATES (ANGSTROEM)
Pb 0.29 0.59 0.82  1.42
P -0.37 -1.75 -0.43  1.52
O -0.14 -0.22 4.23  -0.21
O 1.53 1.66 -2.41  -0.27
O 0.33 2.88 1.02  -0.68
O 3.99 -0.25 1.42  -0.25
N 1.52 4.78 1.09  -0.23
C 0.14 -3.64 -2.33  -0.61
C 1.00 1.05 -1.62  0.45
C -2.01 -1.05 -0.99  -0.58
C 2.88 -0.09 1.16  0.49
C 0.66 -2.28 -1.84  -0.62
C 0.24 5.42 1.29  -0.43
C -0.22 -0.02 3.09  0.46
C 2.80 5.50 1.10  -0.45
C 2.18 -2.33 -1.51  -0.62
C -2.54 0.11 -0.13  -0.64
C -0.68 -3.13 0.77  -0.60
C -1.92 -0.62 -2.47  -0.63
C 1.45 3.48 0.95  0.47
C 0.61 -3.51 1.54  -0.63
C -1.80 -2.78 1.76  -0.62
H 1.02 -2.69 2.15  0.20
H 0.60 -3.90 -3.30  0.32
H -2.90 -0.19 -2.74  0.30
H 2.60 6.56 1.27  0.28
H 3.38 5.37 0.17  0.26
H 1.41 -3.86 0.87  0.24
H -1.55 -1.93 2.41  0.19
H 3.49 5.13 1.87  0.26
H -1.16 0.16 -2.63  0.21
H 0.55 -1.55 -2.67  0.29
H -0.24 4.93 2.15  0.24
H -3.54 0.40 -0.49  0.34
H -4.53 2.32 -1.39  -0.03
H 0.37 -4.33 2.23  0.30
H -1.00 -4.02 0.18  0.34
H -1.97 1.06 -0.22  0.20
H -2.68 -1.94 -0.88  0.33
H 0.45 6.48 1.42  0.28
H -0.39 5.17 0.43  0.24
H 2.41 -3.11 -0.78  0.24
H -1.70 -1.46 -3.14  0.26
H -2.75 -2.56 1.25  0.24
H 2.72 -2.56 -2.44  0.30
H 2.59 -1.38 -1.13  0.19
H 0.37 -4.43 -1.60  0.25
H -2.63 -0.13 0.94  0.24
H -1.98 -3.65 2.41  0.31
H 2.41 2.96 0.74  0.18
H -0.95 -3.63 -2.48  0.24
H -4.34 2.99 -1.11  0.03

## Properties
HOMO energy	-22.47	eV
calculated total energy	-1477.61710	Ha
total charge	+4
E_LUMO	-17.922	eV
frontier orbital gap	4.6	eV
energy relative to the best compared isomer or geometry (same formula, charge and spin)	0.137	eV
2S+1	1